[1]
Density functional theory data (wB97M-V/def2-TZVPD) for the molecule C6H6O2S at a distorted geometry.

XYZ file:
```
15
Properties=species:S:1:pos:R:3:lowdin_charge:R:1
O 0.04 -0.47 3.18 -0.01
C 0.02 -0.01 1.91 -0.61
C -0.31 1.23 1.50 -0.14
C -0.16 1.66 0.18 -0.13
C -0.02 1.19 -1.11 -0.10
C 0.01 -0.13 -1.83 -0.14
C -0.01 -1.39 -1.53 -0.40
O 0.27 -2.55 -2.00 0.08
S 0.34 -1.40 0.67 0.80
H 0.57 -1.32 3.03 0.10
H -0.36 1.86 2.33 0.09
H -0.32 2.74 0.04 0.11
H 0.44 1.83 -1.80 0.07
H -0.28 0.10 -2.87 0.13
H -0.23 -3.33 -1.71 0.15
```

Values from the calculation:
SMILES = OC1=CC=CC=C(O)S1
total energy = -780.72061 Eh
Kohn-Sham gap = 7.5 eV
molecular weight = 142.2 g/mol
E_HOMO = -7.483 eV
2S+1 = 1
LUMO level = 0.0002 Eh

=====

[2]
Density functional theory data (wB97M-V/def2-TZVPD) for a cluster of 4 separate species, C4H16O4 in total at a distorted geometry.

XYZ file:
```
24
Properties=species:S:1:pos:R:3:lowdin_charge:R:1
C 0.07 1.42 0.14 -0.10
C -0.75 0.21 -0.33 -0.21
C -0.48 -0.10 -1.77 -0.45
C -1.38 -1.24 -2.31 -0.04
O 0.90 -0.37 -2.06 -0.06
H 0.76 1.82 -0.61 0.07
H 0.83 1.18 0.88 0.07
H -0.52 2.23 0.56 0.07
H -0.37 -0.60 0.30 0.11
H -1.81 0.15 -0.13 0.11
H -0.65 0.72 -2.45 0.13
H -2.35 -0.85 -2.53 0.07
H -0.96 -1.68 -3.21 0.08
H -1.50 -1.94 -1.48 0.08
H 1.08 -1.28 -1.79 0.10
O 1.60 -3.03 5.01 -0.06
H 2.55 -3.01 5.15 0.03
H 1.21 -3.06 5.89 0.03
O 2.43 -1.13 -4.38 -0.08
H 1.96 -0.43 -3.90 0.01
H 2.66 -0.72 -5.22 0.03
O -2.63 4.15 4.65 -0.06
H -3.24 3.42 4.60 0.03
H -2.52 5.03 4.34 0.03
```

Values from the calculation:
SMILES = CC[C@H](C)O.O.O.O
total energy = -462.90763 Eh
Kohn-Sham gap = 11.3 eV
molecular weight = 128.2 g/mol
E_HOMO = -10.419 eV
2S+1 = 1
LUMO level = 0.0312 Eh

=====

[3]
Density functional theory data (wB97M-V/def2-TZVPD) for the molecule C5H7ClN2 at a distorted geometry.

XYZ file:
```
15
Properties=species:S:1:pos:R:3:lowdin_charge:R:1
C 1.43 -1.41 0.96 -0.28
C 0.30 -1.02 0.28 -0.10
C 2.80 -1.12 0.98 -0.53
C -0.06 1.39 0.41 -0.13
C -1.34 0.00 -1.14 -0.06
N -0.26 0.17 -0.16 -0.17
N -0.69 2.41 -0.16 0.06
Cl 3.63 -1.72 2.33 0.57
H 1.24 -2.40 1.40 0.08
H -0.38 -1.85 0.08 0.11
H -2.27 0.42 -0.75 0.09
H -1.08 0.49 -2.09 0.09
H -1.50 -1.05 -1.37 0.08
H -0.56 3.32 0.25 0.09
H -1.26 2.38 -1.01 0.09
```

Values from the calculation:
total energy = -764.22662 Eh
Kohn-Sham gap (spin up / spin down) = 7.2 / 7.2 eV
molecular weight = 130.6 g/mol
E_HOMO (spin up / spin down) = -7.727 / -7.731 eV
2S+1 = 1
LUMO level (spin up / spin down) = -0.0206 / -0.0206 Eh

=====

[4]
Density functional theory data (wB97M-V/def2-TZVPD) for the molecule C4H5NO2 at a distorted geometry.

XYZ file:
```
12
Properties=species:S:1:pos:R:3:lowdin_charge:R:1
H -2.21 -1.34 0.04 0.06
N -2.18 -0.38 -0.29 0.17
C -1.03 -0.11 -0.76 -0.46
C 0.26 -0.84 -0.63 0.04
C 0.96 0.02 0.12 -0.31
O 2.12 -0.08 0.78 0.09
C 0.08 1.25 0.31 -0.10
O -0.71 1.23 -0.88 -0.04
H 0.44 -1.88 -0.84 0.11
H 2.45 -0.98 0.69 0.13
H -0.70 0.94 1.06 0.15
H 0.57 2.21 0.49 0.14
```

Values from the calculation:
SMILES = [H]/N=C1\C=C(O)CO1
total energy = -360.57913 Eh
Kohn-Sham gap = 9.8 eV
molecular weight = 99.1 g/mol
E_HOMO = -9.321 eV
2S+1 = 1
LUMO level = 0.0167 Eh

=====

Results for relative energy (zero: lowest compared OMol25 entry of this formula, charge and spin): 411.88 142.66 540.53 237.05 (in kJ/mol, following the order of the records).